# C33H96N4O15

A cluster of 15 separate species, C33H96N4O15 in total (ωB97M-V/def2-TZVPD, OMol25).

Last columns: bonded neighbours and bond lengths (Å).
Element x y z (Å)
1 H -7.12 3.50 -3.10  C137 1.090
2 H -1.08 -1.96 0.34  C17 1.090
3 H 2.30 -8.09 -4.85  C23 1.090
4 H 8.66 -2.20 1.72  C41 1.090
5 O 2.36 -6.53 3.26  H48 0.960, C61 1.418
6 H 7.47 -3.23 1.07  C41 1.090
7 H 7.68 -3.23 -1.48  O51 0.960
8 H -6.74 -7.89 -4.29  C101 1.090
9 H -7.37 -9.75 -2.74  C66 1.090
10 H -0.63 8.71 -3.08  O37 0.960
11 C -2.99 -1.91 -9.67  H28 1.090, H93 1.090, C96 1.496, H128 1.090
12 H 0.28 -1.70 2.29  O106 0.960
13 O -5.18 -7.28 -2.95  C101 1.427, H146 0.960
14 H -5.56 3.72 -2.39  C137 1.090
15 H 2.29 5.11 -6.19  O81 0.960
16 H -1.90 -0.48 0.50  C17 1.090
17 C -0.94 -0.89 0.18  H2 1.090, H16 1.090, C26 1.503, H84 1.090
18 N -2.73 8.16 5.22  C34 1.258, H83 1.010, H120 1.010
19 H -7.33 4.14 6.40  C87 1.090
20 H -5.65 -5.34 2.76  C46 1.090
21 H 2.10 2.18 -8.21  C111 1.090
22 H 3.35 -4.77 -6.67  C100 1.090
23 C 1.66 -7.20 -4.81  H3 1.090, H98 1.090, C127 1.523, H138 1.090
24 H 7.00 2.93 6.09  C107 1.090
25 H 9.11 -5.16 -0.11  C148 1.090
26 C 0.20 -0.32 0.98  C17 1.503, O106 1.399, C125 1.625, H140 1.090
27 H 0.14 1.75 0.08  C125 1.090
28 H -2.11 -1.67 -10.28  C11 1.090
29 H 3.99 -6.62 -4.41  O110 0.960
30 H -2.61 -0.89 8.89  N52 1.010
31 H 10.66 -4.48 -0.71  C148 1.090
32 H -1.96 -1.70 -7.74  C96 1.090
33 C 2.51 3.22 -6.37  H47 1.090, C56 1.514, O81 1.411, C111 1.538
34 C -2.00 8.74 4.38  N18 1.258, N76 1.286, O117 1.237
35 H -5.45 -7.99 3.61  C44 1.090
36 H 6.59 3.92 7.46  C107 1.090
37 O -1.29 9.18 -2.57  H10 0.960, C118 1.416
38 O 8.16 2.59 7.75  C107 1.427, H133 0.960
39 H -0.20 11.24 -1.53  C116 1.090
40 H 3.77 -8.48 1.85  C80 1.090
41 C 8.18 -2.45 0.78  H4 1.090, H6 1.090, H105 1.090, C141 1.555
42 H 0.60 2.51 -7.38  C111 1.090
43 C -5.39 3.36 -4.56  H69 1.090, H115 1.090, O134 1.391, C137 1.558
44 C -4.73 -7.18 3.78  H35 1.090, C46 1.510, O60 1.393, C63 1.538
45 C 5.32 7.86 1.03  C53 1.453, H78 1.090, H112 1.090, H131 1.090
46 C -5.39 -5.83 3.70  H20 1.090, C44 1.510, H135 1.090, H145 1.090
47 H 3.52 3.50 -6.64  C33 1.090
48 H 1.60 -7.09 3.09  O5 0.960
49 H -3.19 -6.69 5.31  C63 1.090
50 H -0.91 12.40 -2.70  C116 1.090
51 O 8.62 -3.07 -1.54  H7 0.960, C141 1.381
52 N -2.19 -0.32 8.17  H30 1.010, H88 1.010, C130 1.256
53 C 6.33 8.47 1.88  C45 1.453, O67 1.455, H75 1.090, H121 1.090
54 H 0.40 11.27 -3.10  C116 1.090
55 H -4.18 -7.08 1.97  O60 0.960
56 C 2.55 2.08 -5.37  C33 1.514, H104 1.090, H132 1.090, H139 1.090
57 H 3.56 -6.56 -6.71  C100 1.090
58 H -4.30 -1.33 -7.52  O73 0.960
59 H 4.06 -6.65 4.35  C61 1.090
60 O -3.76 -7.33 2.80  C44 1.393, H55 0.960
61 C 3.45 -7.31 3.74  O5 1.418, H59 1.090, C80 1.511, H90 1.090
62 H -1.95 2.45 6.92  N102 1.010
63 C -4.02 -7.37 5.13  C44 1.538, H49 1.090, H77 1.090, H114 1.090
64 H 10.38 -4.45 0.89  C148 1.090
65 H 5.09 -8.35 3.02  C80 1.090
66 C -6.34 -9.41 -2.88  H9 1.090, H97 1.090, C101 1.567, H119 1.090
67 O 7.27 7.36 1.90  C53 1.455, H99 0.960
68 H -7.19 -7.43 -2.60  C101 1.090
69 H -5.33 4.42 -4.80  C43 1.090
70 H 1.66 -5.11 -4.68  C127 1.090
71 H -8.05 2.56 6.29  C87 1.090
72 H -2.88 7.46 3.08  N76 1.010
73 O -3.95 -2.22 -7.46  H58 0.960, C96 1.454
74 H -2.01 10.44 -4.11  C118 1.090
75 H 6.00 8.68 2.90  C53 1.090
76 N -2.31 8.28 3.22  C34 1.286, H72 1.010, H109 1.010
77 H -3.67 -8.40 5.11  C63 1.090
78 H 4.96 6.94 1.49  C45 1.090
79 C -7.26 3.35 4.40  H85 1.090, C87 1.552, O91 1.420, H95 1.090
80 C 4.26 -7.82 2.57  H40 1.090, C61 1.511, H65 1.090, H92 1.090
81 O 1.94 4.35 -5.73  H15 0.960, C33 1.411
82 H 5.70 1.82 8.60  C126 1.090
83 H -2.74 8.52 6.17  N18 1.010
84 H -0.88 -0.67 -0.89  C17 1.090
85 H -6.36 2.75 4.48  C79 1.090
86 H 0.67 1.89 1.74  C125 1.090
87 C -7.96 3.51 5.77  H19 1.090, H71 1.090, C79 1.552, H124 1.090
88 H -1.84 -0.86 7.39  N52 1.010
89 H -0.96 1.52 1.40  C125 1.090
90 H 3.04 -8.06 4.42  C61 1.090
91 O -6.85 4.59 3.85  C79 1.420, H123 0.960
92 H 4.66 -7.04 1.92  C80 1.090
93 H -3.44 -2.75 -10.19  C11 1.090
94 H -2.59 10.76 -2.52  C118 1.090
95 H -7.87 2.72 3.74  C79 1.090
96 C -2.73 -2.28 -8.25  C11 1.496, H32 1.090, O73 1.454, H143 1.090
97 H -5.93 -10.01 -3.69  C66 1.090
98 H 1.22 -7.29 -3.82  C23 1.090
99 H 7.81 7.41 2.69  O67 0.960
100 C 2.89 -5.73 -6.46  H22 1.090, H57 1.090, H113 1.090, C127 1.583
101 C -6.44 -7.89 -3.24  H8 1.090, O13 1.427, C66 1.567, H68 1.090
102 N -1.78 1.46 7.03  H62 1.010, C130 1.341, H144 1.010
103 H 9.89 -2.16 -0.36  C141 1.090
104 H 1.52 1.87 -5.07  C56 1.090
105 H 7.58 -1.56 0.58  C41 1.090
106 O -0.02 -0.78 2.28  H12 0.960, C26 1.399
107 C 6.90 2.91 7.17  H24 1.090, H36 1.090, O38 1.427, C126 1.485
108 H 6.16 0.95 7.01  C126 1.090
109 H -1.83 8.62 2.40  N76 1.010
110 O 3.49 -5.85 -4.14  H29 0.960, C127 1.384
111 C 1.60 2.90 -7.57  H21 1.090, C33 1.538, H42 1.090, H147 1.090
112 H 4.48 8.56 1.09  C45 1.090
113 H 1.92 -5.73 -6.96  C100 1.090
114 H -4.58 -7.36 6.07  C63 1.090
115 H -4.41 2.91 -4.65  C43 1.090
116 C -0.53 11.39 -2.56  H39 1.090, H50 1.090, H54 1.090, C118 1.587
117 O -1.20 9.66 4.62  C34 1.237
118 C -1.70 10.44 -3.06  O37 1.416, H74 1.090, H94 1.090, C116 1.587
119 H -5.78 -9.54 -1.96  C66 1.090
120 H -3.52 7.62 4.93  N18 1.010
121 H 6.76 9.38 1.49  C53 1.090
122 H -5.84 2.12 -2.97  C137 1.090
123 H -7.65 5.10 3.74  O91 0.960
124 H -8.96 3.95 5.70  C87 1.090
125 C 0.05 1.30 1.07  C26 1.625, H27 1.090, H86 1.090, H89 1.090
126 C 5.89 1.87 7.53  H82 1.090, C107 1.485, H108 1.090, H129 1.090
127 C 2.38 -5.87 -4.97  C23 1.523, H70 1.090, C100 1.583, O110 1.384
128 H -3.70 -1.09 -9.78  C11 1.090
129 H 4.90 2.17 7.19  C126 1.090
130 C -2.28 0.93 8.15  N52 1.256, N102 1.341, O136 1.179
131 H 5.58 7.66 -0.01  C45 1.090
132 H 2.86 1.15 -5.83  C56 1.090
133 H 8.16 2.58 8.71  O38 0.960
134 O -6.20 2.73 -5.50  C43 1.391, H142 0.960
135 H -6.27 -5.75 4.34  C46 1.090
136 O -2.68 1.61 9.03  C130 1.179
137 C -6.08 3.17 -3.17  H1 1.090, H14 1.090, C43 1.558, H122 1.090
138 H 0.81 -7.35 -5.47  C23 1.090
139 H 3.15 2.34 -4.49  C56 1.090
140 H 1.15 -0.70 0.62  C26 1.090
141 C 9.18 -2.98 -0.28  C41 1.555, O51 1.381, H103 1.090, C148 1.498
142 H -6.83 3.38 -5.81  O134 0.960
143 H -2.30 -3.28 -8.21  C96 1.090
144 H -1.41 0.90 6.27  N102 1.010
145 H -4.64 -5.12 4.04  C46 1.090
146 H -5.19 -6.49 -3.50  O13 0.960
147 H 1.57 3.77 -8.23  C111 1.090
148 C 9.81 -4.32 -0.04  H25 1.090, H31 1.090, H64 1.090, C141 1.498

Output
Gap between HOMO and LUMO ... 0.35455 hartree
E ... -2662.2927 Eh
Multiplicity ... 1
LUMO level ... 0.0050 Eh
Maximum force ... 8.16 eV/Å
HOMO energy ... -0.3495 Eh